12
Properties=species:S:1:pos:R:3:forces:R:3:mulliken_charge:R:1 method="wB97M-V/def2-TZVPD" smiles="CCc1c([S-])c1=S" gap_ev=7.07 spin_multiplicity=1 e_above_lowest_ev=0.926 homo_ev=-3.5283 total_charge=-1
C -1.69349 -0.18078 -0.52365 -0.7 -0.8 -0.9 -0.86
C -0.70781 0.42557 0.48073 0.8 -2.2 -0.4 -0.42
C 0.75379 0.22409 0.22183 4.7 -2.3 -1.5 0.14
C 2.13836 0.58219 -0.02202 -3.2 -0.6 0.7 -0.12
S 3.14999 1.89248 -0.16545 0.4 0.0 -0.1 -0.52
C 1.83622 -0.82583 0.09594 -3.2 3.9 0.4 -0.04
S 2.18259 -2.41397 0.18876 0.4 -0.9 -0.1 -0.52
H -1.65738 0.36856 -1.55630 0.1 -1.3 1.8 0.25
H -2.81344 -0.07264 -0.15250 2.3 -0.4 -0.6 0.24
H -1.35184 -1.28528 -0.55624 -1.1 1.6 -0.7 0.26
H -0.84054 -0.11130 1.41047 -0.4 0.0 0.5 0.23
H -0.99646 1.39691 0.57842 -0.2 3.0 0.7 0.36

***

64
Properties=species:S:1:pos:R:3:forces:R:3:mulliken_charge:R:1 method="wB97M-V/def2-TZVPD" gap_ev=4.09 spin_multiplicity=1 e_above_lowest_ev=0.000 homo_ev=-1.8643 total_charge=-1
C -2.81301 -2.41464 1.36519 -0.8 0.1 -0.2 -0.41
C -3.49184 -3.71213 1.82729 0.7 0.1 -0.5 -0.25
O -3.31730 -3.99389 3.19210 -0.3 -0.4 0.1 -0.44
C -3.89546 -3.03300 4.03777 0.2 0.2 0.5 -0.78
C -2.85198 -2.31465 4.91867 -0.4 -0.1 -0.1 -0.41
O -1.58360 -2.45261 4.37925 0.6 -0.2 0.0 -0.26
C -0.71679 -1.38605 4.80162 -0.5 0.5 0.0 -0.86
C -0.95399 -0.11761 4.00955 0.3 -0.1 0.2 -0.74
O -0.40226 1.00214 4.83451 0.5 -0.2 -0.1 -0.32
C -0.14977 -0.06328 2.73946 -1.2 0.5 0.2 -0.64
O 0.83983 -1.16440 2.59531 1.1 0.3 -0.6 -0.12
C 1.64806 -1.07747 1.54391 -0.8 0.3 -1.1 0.80
C 3.04180 -1.59958 1.79915 -0.4 -0.2 0.0 -1.22
O 1.34095 -0.63510 0.42943 0.3 -0.4 1.6 -0.60
H -2.40366 -1.85585 2.19879 0.3 0.0 0.1 -0.18
H -3.55311 -1.77583 0.88696 -0.1 0.2 -0.1 0.30
H -2.05735 -2.60622 0.61613 0.4 0.0 0.0 0.38
H -3.01776 -4.53336 1.29670 0.0 -0.3 0.0 0.22
H -4.54123 -3.72697 1.53245 -0.3 0.1 0.2 0.31
H -4.60074 -3.53410 4.70189 -0.2 -0.1 0.0 0.42
H -4.46414 -2.29869 3.47362 0.0 0.1 -0.3 0.34
H -2.89384 -2.71675 5.93983 0.1 -0.2 0.1 0.35
H -3.11127 -1.25753 4.98503 -0.1 0.2 -0.1 0.32
H -0.94697 -1.14994 5.84393 0.0 0.0 0.2 0.41
H 0.30560 -1.77167 4.79364 0.1 -0.3 -0.2 0.25
H -1.07067 1.13287 5.49721 -0.3 0.2 0.2 0.34
H 0.38931 0.88587 2.73504 0.3 0.0 -0.1 0.46
H -0.79225 -0.06056 1.86997 0.1 -0.4 -0.5 0.33
H 3.38365 -1.35221 2.79565 0.0 0.1 0.2 0.32
H 3.69362 -1.20324 1.03535 0.2 0.1 -0.1 0.37
H 3.02883 -2.68257 1.71430 0.0 -0.2 0.0 0.31
N 4.37194 3.69045 -1.30349 0.0 0.0 0.0 -0.41
C 4.10358 3.31015 -2.55176 0.1 0.1 -0.1 0.04
C 3.34637 2.19262 -2.86896 0.0 0.0 0.1 -0.64
C 2.84155 1.42140 -1.83319 -0.1 -0.1 -0.1 -0.19
C 3.11121 1.79886 -0.53012 0.1 0.2 0.0 -0.01
C 3.87547 2.93751 -0.32094 0.0 0.1 0.0 -0.58
H 4.52168 3.93826 -3.33267 0.0 -0.1 -0.1 0.30
H 3.15779 1.93583 -3.90280 0.0 0.0 0.0 0.35
H 2.24423 0.54027 -2.02852 0.0 0.0 0.1 0.44
H 2.73029 1.22474 0.29749 -0.1 -0.1 0.0 0.31
H 4.10437 3.27017 0.68567 0.0 0.0 0.0 0.37
N -5.69174 -4.43623 -1.00092 0.0 0.0 0.0 -0.43
C -5.00548 -5.57437 -0.94056 0.0 0.0 0.1 -0.13
C -4.61347 -6.29406 -2.06002 0.0 0.0 0.0 -0.53
C -4.95381 -5.80487 -3.30980 0.0 0.0 0.0 -0.16
C -5.66801 -4.62092 -3.38938 0.0 0.0 0.0 -0.36
C -6.00969 -3.97897 -2.20854 0.0 0.1 0.0 -0.24
H -4.75748 -5.91978 0.05683 0.0 0.0 0.0 0.45
H -4.05319 -7.21234 -1.95105 0.0 0.0 0.0 0.35
H -4.66501 -6.33628 -4.20777 0.0 0.0 0.0 0.36
H -5.95352 -4.20124 -4.34426 0.0 0.0 0.0 0.35
H -6.56487 -3.04737 -2.22569 0.0 0.0 0.0 0.36
N 5.51197 6.16760 -4.57557 0.0 0.1 0.0 -0.47
C 5.08829 6.81410 -3.48999 0.0 -0.2 0.1 -0.06
C 4.67147 8.13730 -3.50141 0.0 0.0 0.0 -0.57
C 4.69782 8.82795 -4.70097 0.0 0.0 0.0 -0.16
C 5.13720 8.17026 -5.83810 0.0 0.0 0.0 -0.39
C 5.52970 6.84600 -5.72009 0.0 -0.1 0.0 -0.19
H 5.08270 6.23643 -2.57067 0.0 0.0 0.0 0.43
H 4.33430 8.61025 -2.58967 0.0 0.0 0.0 0.35
H 4.38024 9.86181 -4.74963 0.0 0.0 0.0 0.36
H 5.17448 8.67004 -6.79640 0.0 0.0 0.0 0.34
H 5.87695 6.29347 -6.58675 0.0 0.0 0.0 0.35

***

136
Properties=species:S:1:pos:R:3:forces:R:3:mulliken_spin:R:1 method="wB97M-V/def2-TZVPD" gap_ev="5.99 / 5.50" spin_multiplicity=2 e_above_lowest_ev=0.458 homo_ev="-2.2888 / -2.6424" total_charge=-2
Hg 0.95023 0.33927 0.25212 -0.4 0.2 0.3 0.30
Br 5.61280 -2.29155 -1.89213 0.0 0.0 -0.1 0.00
C 3.88677 -2.31721 -2.70207 0.4 0.1 0.4 0.02
C 3.78199 -2.69101 -4.02497 -0.4 0.0 -0.4 0.00
C 2.53920 -2.71901 -4.61649 0.4 -0.2 -0.5 0.00
Br 2.43035 -3.24048 -6.46691 0.0 0.1 0.2 0.00
C 1.37776 -2.38628 -3.90617 -0.1 0.1 0.3 -0.01
C 0.07573 -2.39075 -4.44760 -0.2 0.1 0.1 0.01
C -0.99005 -2.04206 -3.66107 0.1 -0.1 -0.2 -0.01
C -0.76594 -1.69004 -2.32375 0.1 0.0 0.1 -0.01
N 0.43628 -1.68364 -1.80093 -0.5 0.3 0.6 0.10
C 1.50045 -2.00888 -2.53509 0.2 -0.1 -0.6 -0.03
C 2.80100 -1.94549 -1.86736 0.4 -0.1 -0.1 0.06
O 2.94582 -1.60716 -0.67861 -0.3 0.4 0.4 0.03
H 4.66057 -2.95401 -4.59982 0.0 0.0 0.1 0.00
H -0.07224 -2.65813 -5.48664 0.0 0.0 0.0 0.00
H -1.99223 -2.02690 -4.06013 -0.1 0.0 0.0 0.00
H -1.57642 -1.38990 -1.67056 -0.1 0.1 0.0 0.01
C -4.82503 7.76566 4.25240 0.1 0.0 0.0 0.00
C -3.43720 7.21130 4.11397 0.0 0.0 0.0 0.00
C -3.02320 6.13067 4.87528 0.0 0.1 -0.1 0.00
C -1.73263 5.63489 4.78226 0.1 0.1 0.0 0.00
C -1.32317 4.46988 5.63101 0.0 -0.1 -0.1 -0.01
C -0.83394 6.23297 3.89480 -0.3 0.2 0.1 0.00
C -1.23716 7.31796 3.11666 0.0 0.0 0.0 0.00
C -0.30056 7.98670 2.14982 0.0 0.0 0.0 0.00
C -2.53455 7.79319 3.23782 0.1 -0.1 0.1 0.00
C 0.57986 5.79390 3.89730 0.1 0.2 0.1 0.00
C 1.47896 6.62862 4.55539 0.0 0.1 0.0 0.00
C 2.80980 6.27899 4.66267 0.1 0.1 0.1 0.00
C 3.23063 5.06574 4.15221 0.0 0.1 -0.1 0.00
C 2.33993 4.20980 3.50899 0.1 0.1 0.1 0.00
C 1.00716 4.59088 3.34541 -0.7 -0.5 -0.5 -0.01
Ge -0.24697 3.38194 2.29190 -0.1 0.1 -0.3 0.07
S -0.27908 1.38396 3.08403 0.2 -0.1 -0.6 0.18
S 0.28436 3.66268 0.07495 -0.1 -0.4 0.2 0.11
Ge -1.95206 3.17662 -0.23243 0.1 0.1 0.2 0.05
S -2.32803 1.08314 -0.46152 0.4 0.0 0.2 0.10
S -2.38911 4.11096 1.84615 0.4 -0.2 -0.2 0.03
C -2.78829 4.21643 -1.77695 0.4 -0.4 0.7 -0.01
C -4.09635 4.68451 -1.69223 -0.1 0.1 -0.1 -0.01
C -4.67824 5.34839 -2.76830 -0.1 0.0 0.0 0.00
C -3.97845 5.52607 -3.94649 0.0 0.0 -0.1 0.00
C -2.69959 5.01196 -4.05563 0.0 0.0 0.0 0.00
C -2.10598 4.35372 -2.98383 0.0 0.2 -0.2 0.01
C -0.76662 3.75248 -3.17024 0.2 -0.1 -0.2 -0.01
C -0.67061 2.42459 -3.58765 0.0 0.1 0.0 0.01
C -1.89749 1.63680 -3.93021 0.0 0.0 -0.1 0.00
C 0.58576 1.84122 -3.68135 0.1 0.1 0.1 0.00
C 1.73836 2.55981 -3.40634 0.0 0.0 -0.1 -0.01
C 3.08786 1.90675 -3.45094 0.0 0.0 0.0 0.01
C 1.62281 3.90817 -3.09121 -0.1 -0.1 0.0 -0.01
C 0.38518 4.51379 -2.96672 0.0 0.0 -0.1 0.00
C 0.26709 5.96242 -2.59590 0.0 0.0 0.0 0.00
C -4.93559 4.42329 -0.50123 -0.2 0.1 0.2 0.01
C -5.07400 5.37431 0.50470 0.0 0.0 -0.1 0.00
C -4.34798 6.68378 0.44590 0.0 0.0 0.0 0.00
C -5.87806 5.09217 1.60058 0.0 -0.1 0.0 0.00
C -6.54999 3.88826 1.70770 -0.1 0.0 0.0 0.00
C -7.38365 3.56188 2.91396 0.1 0.0 0.0 0.00
C -6.43293 2.96746 0.67633 0.0 0.1 0.0 0.00
C -5.64423 3.21967 -0.43293 -0.1 -0.1 0.0 0.00
C -5.55437 2.20209 -1.52746 0.0 -0.1 0.0 -0.01
C 2.86516 2.87842 3.11693 0.2 -0.3 -0.1 -0.02
C 3.45468 2.65163 1.87477 0.0 0.0 0.0 0.06
C 3.57381 3.74335 0.85095 0.0 0.0 0.0 -0.04
C 3.96975 1.39101 1.58608 0.0 -0.1 0.1 -0.04
C 3.94501 0.36264 2.52108 0.1 0.1 0.0 0.03
C 4.51583 -0.98196 2.19720 -0.1 -0.1 0.0 -0.01
C 3.39342 0.62230 3.76655 0.0 0.1 -0.1 0.00
C 2.85672 1.86047 4.07680 0.0 0.0 0.1 0.01
C 2.25146 2.08930 5.42817 0.0 0.0 0.0 -0.01
H -5.48286 7.03595 4.72056 -0.1 0.0 0.0 0.00
H -5.22943 8.03513 3.27814 -0.1 0.0 -0.1 0.00
H -4.81185 8.66580 4.87204 -0.1 0.0 0.0 0.00
H -3.71791 5.65675 5.55722 -0.1 0.0 0.1 0.00
H -1.97676 4.38229 6.49813 0.0 0.0 0.0 0.00
H -0.29000 4.56165 5.96539 0.0 -0.1 0.0 0.00
H -1.40328 3.54822 5.04965 0.1 -0.2 0.1 0.01
H 0.57666 7.37179 1.96314 0.0 0.0 -0.1 0.00
H 0.03038 8.94997 2.54767 0.1 0.0 0.0 0.00
H -0.80682 8.17007 1.20200 0.0 0.0 -0.1 0.00
H -2.84465 8.63636 2.63206 -0.1 0.1 -0.1 0.00
H 1.11633 7.55602 4.98336 0.0 0.0 0.0 0.00
H 3.50985 6.93651 5.16383 0.0 0.0 0.0 0.00
H 4.26443 4.76040 4.25225 0.1 -0.1 0.0 0.00
H -5.69584 5.70871 -2.66996 0.0 0.0 0.0 0.00
H -4.43676 6.03663 -4.78424 0.0 0.0 0.0 0.00
H -2.15124 5.09732 -4.98608 0.0 0.0 0.0 0.00
H -2.63900 2.26281 -4.42513 -0.1 0.0 -0.1 0.00
H -2.34027 1.24511 -3.01464 -0.1 -0.1 0.1 0.00
H -1.64477 0.79874 -4.57672 0.0 -0.1 -0.1 0.00
H 0.65426 0.80193 -3.97414 0.1 -0.2 0.0 0.00
H 2.99811 0.85253 -3.70411 0.1 -0.1 0.0 0.00
H 3.56669 1.98474 -2.47497 0.1 -0.1 0.0 -0.01
H 3.73491 2.39224 -4.18414 0.1 0.0 0.0 0.00
H 2.51543 4.49115 -2.90640 0.1 0.1 0.0 0.00
H 1.24377 6.44188 -2.58501 0.1 0.0 0.0 0.00
H -0.16819 6.04536 -1.60101 -0.1 0.1 0.1 0.00
H -0.38317 6.49069 -3.29404 0.0 0.1 0.0 0.00
H -3.88504 6.83693 -0.52647 0.0 0.1 0.0 0.00
H -3.56850 6.68409 1.20700 0.1 0.1 0.0 0.00
H -5.03272 7.50915 0.64885 0.0 0.1 0.0 0.00
H -5.95507 5.82544 2.39056 0.0 0.1 0.2 0.00
H -7.52767 4.44118 3.54038 0.0 0.0 0.1 0.00
H -6.88419 2.79435 3.50679 0.0 0.0 0.1 0.00
H -8.36085 3.17625 2.61759 0.0 0.0 0.1 0.00
H -6.95576 2.02227 0.74028 -0.1 -0.1 0.0 0.00
H -6.40830 1.52818 -1.48986 -0.1 -0.1 0.0 0.00
H -4.64524 1.61090 -1.39506 0.1 0.0 -0.1 0.01
H -5.50632 2.67295 -2.50850 0.0 0.0 -0.1 0.00
H 3.15566 4.67637 1.22228 0.0 0.1 -0.1 0.00
H 3.03130 3.46994 -0.05358 0.0 0.0 -0.1 0.01
H 4.62143 3.90217 0.58790 0.0 0.0 0.0 0.00
H 4.43240 1.21390 0.62330 0.0 0.0 -0.1 -0.01
H 5.55647 -0.90191 1.88798 0.1 0.0 -0.1 0.00
H 3.95966 -1.42200 1.37305 0.0 -0.2 -0.2 0.00
H 4.45720 -1.65006 3.05489 0.0 0.0 0.1 0.00
H 3.36757 -0.16257 4.51136 0.0 -0.1 0.1 0.00
H 2.55346 1.30554 6.11964 0.0 -0.1 0.1 0.00
H 1.16562 2.06134 5.33692 -0.1 0.0 0.0 0.01
H 2.53762 3.05990 5.83221 0.0 0.0 0.1 0.00
N -0.89793 -2.44048 1.47676 -0.2 0.6 -0.3 0.02
C -0.16089 -3.00047 2.48969 0.1 -0.3 0.4 0.00
C -0.04076 -4.39125 2.58904 0.0 0.0 -0.1 0.00
C 0.61094 -4.96678 3.66148 0.1 0.0 0.0 0.00
C 1.16910 -4.17404 4.65164 0.2 -0.1 0.2 0.00
C 1.06172 -2.79313 4.55559 -0.1 -0.1 0.1 0.00
C 0.40056 -2.20881 3.49686 -0.1 0.0 -0.2 0.01
H -0.83720 -2.87386 0.56858 0.1 0.0 0.0 0.00
H -0.87804 -1.42598 1.43235 -0.1 -0.1 -0.1 0.02
H -0.46611 -5.01552 1.81340 -0.1 0.0 0.0 0.00
H 0.68003 -6.04612 3.73088 0.0 0.0 0.0 0.00
H 1.70176 -4.62639 5.47873 0.0 0.0 0.0 0.00
H 1.48740 -2.15782 5.31911 0.1 0.1 0.1 0.00
H 0.32007 -1.13335 3.42649 0.0 0.1 0.0 -0.01